#A
The following is a quantum chemistry calculation of the ion C7H12N2 with charge +2, from OMol25.

Element x y z (Å)
1 N -1.69909 -0.23117 -0.02849
2 N -0.59748 1.73190 -0.40350
3 C -0.08856 -2.23543 0.32893
4 C 1.83801 0.63415 0.70762
5 C -2.87973 -0.83984 0.16386
6 C 2.44524 1.13871 -0.69258
7 C 0.55662 0.09666 0.54073
8 C -1.69869 1.16191 -0.50642
9 C -0.41781 -0.74540 0.30919
10 H -2.66516 1.46716 -0.83483
11 H 0.44201 -2.39231 1.22216
12 H 1.62619 1.72918 -1.18915
13 H 2.74682 0.25345 -1.34334
14 H 0.50016 -2.48220 -0.57431
15 H -3.80076 -0.27130 -0.12726
16 H 2.15607 1.40921 1.49806
17 H -3.05034 -1.73426 0.67028
18 H -1.02612 -2.87596 0.18463
19 H 2.49497 -0.18451 1.18289
20 H -0.21495 2.61374 -0.44614
21 H 3.33259 1.75628 -0.66233

Output
Frontier orbital gap   8.4 eV
Lowest unoccupied orbital energy   -0.3856 Ha
HOMO energy   -18.9175 eV
Total charge   +2

---

#B
The following is a quantum chemistry calculation of the ion C7H12N2 with charge +2, from OMol25.

Element x y z (Å)
1 N 0.07393 -0.68880 0.67647
2 N -2.57950 -1.81586 1.89413
3 C -0.57384 -0.27717 1.94631
4 C 0.11796 1.01417 -1.19072
5 C -0.49429 1.36168 -2.51408
6 C -0.01149 0.03842 -0.35443
7 C 0.96459 -1.84311 0.64753
8 C 1.45114 1.72930 -0.78811
9 C -1.81863 -0.99524 2.12325
10 H 2.34069 1.30263 -1.22076
11 H -1.35579 1.98917 -2.49144
12 H 0.45157 -2.83678 0.91193
13 H 1.34038 -1.85857 -0.43943
14 H 0.00827 -0.58437 2.78116
15 H 1.77444 -1.60390 1.24764
16 H -3.33771 -2.50880 1.82130
17 H 1.43681 2.78382 -0.97161
18 H -0.86863 0.47289 -3.08170
19 H -0.61579 0.84728 1.98811
20 H 1.48191 1.64546 0.33529
21 H 0.21401 1.82777 -3.32083

Output
Frontier orbital gap   9.2 eV
Lowest unoccupied orbital energy   -0.3449 Ha
HOMO energy   -18.6273 eV
Total charge   +2
SMILES   CC(C)=C=[N+](C)CC#[NH+]

---

Relative stability in eV, measured from the most stable structure: #A 0.912; #B 0.000